{
  "formula": "C54H150N12O18",
  "method": "wB97M-V/def2-TZVPD",
  "e_homo_ev": -8.747,
  "homo_lumo_gap_ha": 0.3433,
  "e_lumo_ha": 0.0219,
  "energy_ha": -4158.48530,
  "e_above_lowest_ev": 0.0000,
  "symbols": ["C", "C", "O", "O", "H", "H", "H", "H", "H", "H", "C", "C", "O", "O", "H", "H", "H", "H", "H", "H", "C", "C", "O", "O", "H", "H", "H", "H", "H", "H", "C", "C", "C", "O", "C", "N", "H", "H", "H", "H", "H", "H", "H", "H", "H", "H", "H", "C", "C", "C", "O", "C", "N", "H", "H", "H", "H", "H", "H", "H", "H", "H", "H", "H", "C", "C", "C", "O", "C", "N", "H", "H", "H", "H", "H", "H", "H", "H", "H", "H", "H", "C", "C", "C", "O", "C", "N", "H", "H", "H", "H", "H", "H", "H", "H", "H", "H", "H", "C", "C", "C", "O", "C", "N", "H", "H", "H", "H", "H", "H", "H", "H", "H", "H", "H", "C", "C", "C", "O", "C", "N", "H", "H", "H", "H", "H", "H", "H", "H", "H", "H", "H", "C", "C", "C", "O", "C", "N", "H", "H", "H", "H", "H", "H", "H", "H", "H", "H", "H", "C", "C", "C", "O", "C", "N", "H", "H", "H", "H", "H", "H", "H", "H", "H", "H", "H", "C", "C", "C", "O", "C", "N", "H", "H", "H", "H", "H", "H", "H", "H", "H", "H", "H", "C", "C", "C", "O", "C", "N", "H", "H", "H", "H", "H", "H", "H", "H", "H", "H", "H", "C", "C", "C", "O", "C", "N", "H", "H", "H", "H", "H", "H", "H", "H", "H", "H", "H", "C", "C", "C", "O", "C", "N", "H", "H", "H", "H", "H", "H", "H", "H", "H", "H", "H"],
  "coordinates": [[10.4984, 18.5209, 10.2175], [9.1495, 18.9198, 9.7720], [8.1550, 18.1100, 10.4710], [10.8914, 17.2213, 9.8258], [10.7025, 18.7216, 11.3104], [11.1751, 19.2355, 9.6723], [9.0301, 18.7106, 8.6900], [8.9272, 20.0290, 9.9398], [7.3370, 18.2316, 10.0106], [10.3791, 16.5509, 10.2959], [13.8507, 19.4758, 9.4979], [13.8130, 19.3440, 7.9947], [12.5066, 19.0157, 7.4765], [12.9176, 20.4291, 9.9065], [14.8979, 19.7125, 9.8359], [13.5461, 18.5200, 9.8890], [14.5718, 18.6161, 7.7741], [14.0713, 20.2963, 7.5374], [12.2721, 18.1225, 7.7783], [13.3057, 21.2096, 10.2883], [10.1016, 16.8008, 18.1851], [9.7987, 15.8031, 17.0377], [10.4230, 16.0981, 15.7395], [9.4002, 18.0235, 17.9749], [11.1777, 16.9525, 18.2788], [9.6719, 16.3334, 19.0887], [8.7352, 15.7482, 16.8867], [10.1167, 14.7682, 17.2376], [9.8748, 16.6766, 15.1851], [9.9658, 18.7088, 18.4126], [17.3052, 18.2466, 12.4284], [18.2919, 17.3599, 13.1655], [17.4824, 16.2959, 13.9707], [18.3874, 15.2529, 14.3809], [17.6737, 14.0856, 14.7216], [19.2195, 16.8757, 12.1999], [16.3594, 18.3527, 12.9641], [17.0121, 17.8716, 11.4430], [17.7558, 19.2327, 12.1823], [18.8347, 17.9616, 13.8710], [16.7021, 15.7774, 13.4165], [16.9814, 16.8431, 14.8223], [18.2752, 13.2703, 15.1553], [17.1156, 13.7788, 13.8209], [16.9911, 14.2700, 15.5781], [18.8692, 16.5565, 11.3075], [19.8255, 16.0955, 12.5172], [8.8688, 20.4787, 13.7524], [8.4581, 19.9751, 15.1076], [7.6132, 20.9572, 15.8726], [8.3746, 22.0556, 16.3439], [7.6466, 23.0470, 17.0667], [7.5937, 18.8361, 14.9672], [9.6254, 19.7963, 13.3179], [9.2602, 21.5151, 13.8215], [7.9729, 20.5600, 13.1589], [9.3565, 19.7764, 15.6932], [7.0818, 20.4040, 16.6788], [6.9262, 21.3757, 15.0890], [8.3682, 23.8016, 17.2964], [7.2392, 22.6406, 18.0156], [6.8622, 23.4340, 16.4683], [7.9316, 18.1250, 14.3673], [7.2752, 18.4772, 15.8324], [13.7872, 13.8667, 14.4345], [13.2424, 13.6633, 15.8746], [13.9224, 12.5846, 16.6263], [13.5670, 12.7302, 17.9645], [13.8823, 11.5538, 18.7248], [13.3963, 15.0448, 16.4833], [13.2540, 14.7102, 13.9654], [13.6443, 12.9955, 13.7553], [14.8522, 14.1331, 14.3800], [12.1613, 13.3822, 15.7816], [15.0068, 12.7442, 16.4969], [13.5322, 11.6633, 16.2045], [13.2204, 11.5975, 19.6283], [14.9401, 11.4919, 18.9984], [13.5591, 10.6912, 18.1268], [12.8728, 15.1287, 17.3657], [12.8882, 15.6307, 15.8020], [10.7875, 25.9730, 13.9609], [11.2056, 25.7123, 12.5913], [10.4422, 24.7134, 11.7311], [10.8989, 23.3970, 12.0029], [10.3879, 22.3977, 11.1813], [11.1472, 27.0346, 11.9298], [10.9361, 25.1141, 14.6358], [9.7916, 26.4351, 13.9840], [11.5203, 26.6839, 14.3560], [12.2206, 25.3840, 12.5597], [10.5822, 24.9783, 10.6685], [9.3980, 24.7989, 11.8517], [9.2951, 22.2100, 11.3299], [10.9880, 21.5587, 11.3683], [10.4626, 22.6640, 10.1343], [11.5090, 26.9244, 10.9998], [11.7523, 27.6103, 12.4565], [13.7336, 18.3958, 15.2675], [12.5482, 18.6535, 14.3270], [12.8972, 19.8460, 13.4209], [13.3970, 21.0078, 14.0536], [12.3363, 21.7975, 14.6474], [12.1993, 17.5025, 13.4934], [14.5708, 18.0401, 14.6786], [13.5617, 17.6204, 16.0468], [14.0134, 19.3574, 15.7227], [11.6714, 18.9924, 14.8962], [11.9754, 20.0091, 12.8073], [13.6484, 19.6090, 12.6495], [12.7624, 22.4075, 15.4154], [11.5216, 21.2074, 15.1374], [11.7930, 22.3277, 13.8714], [13.0224, 17.1821, 12.9613], [11.8906, 16.7337, 14.1020], [7.4629, 14.9400, 13.7748], [8.7076, 15.1454, 12.9188], [8.3901, 14.6924, 11.5057], [9.5623, 14.5342, 10.8018], [10.1810, 13.2661, 10.8293], [9.1217, 16.5097, 13.0833], [7.6913, 15.3023, 14.7879], [7.1884, 13.9015, 13.7146], [6.7184, 15.6611, 13.4668], [9.4979, 14.4710, 13.3170], [7.7869, 15.4933, 11.0657], [7.7943, 13.7630, 11.4520], [9.4769, 12.5173, 10.4084], [10.5196, 12.9383, 11.8146], [11.0360, 13.3223, 10.1561], [10.0868, 16.7314, 12.8397], [8.5158, 17.0993, 12.4969], [16.7594, 16.3708, 7.5006], [17.2701, 16.2423, 8.9418], [16.4451, 15.2932, 9.8296], [15.1183, 15.8315, 9.8770], [14.2826, 15.2534, 10.8515], [18.6541, 15.7911, 8.9892], [17.2736, 17.1491, 6.9746], [15.7003, 16.5374, 7.4871], [17.0600, 15.4263, 6.9870], [17.2450, 17.2297, 9.4168], [17.0682, 15.2441, 10.7098], [16.3940, 14.2404, 9.3481], [14.9394, 15.1178, 11.7148], [13.9116, 14.2433, 10.4698], [13.5114, 15.9218, 11.1175], [19.1970, 16.4128, 8.3649], [18.7131, 14.8941, 8.5275], [19.0498, 17.1247, 17.4635], [18.0279, 17.9058, 18.2525], [16.7119, 17.2412, 18.2068], [15.7167, 18.0667, 18.8936], [14.5312, 17.2984, 19.1299], [18.5515, 18.0295, 19.5659], [19.0196, 16.0258, 17.7142], [19.9978, 17.5256, 17.7925], [18.9177, 17.1851, 16.3461], [17.9476, 18.8980, 17.7878], [16.7484, 16.2867, 18.7101], [16.3763, 17.2268, 17.1870], [14.7154, 16.3712, 19.6596], [14.2151, 16.9863, 18.1492], [13.8625, 17.9155, 19.6921], [18.9151, 17.1392, 19.8825], [17.8795, 18.4164, 20.2344], [14.0300, 28.8560, 17.5092], [15.2029, 27.8468, 17.5547], [15.5258, 27.4318, 16.0449], [14.5252, 26.7170, 15.3836], [14.8687, 26.1222, 14.2098], [16.4362, 28.3966, 18.2003], [13.6961, 29.2069, 18.4831], [13.0971, 28.3565, 17.1370], [14.2621, 29.7446, 16.9418], [15.0065, 26.9198, 18.0574], [16.4813, 26.8869, 15.9661], [15.7672, 28.3587, 15.4907], [15.9359, 25.7260, 14.2295], [14.7406, 26.7483, 13.3284], [14.2600, 25.1979, 14.1183], [16.7562, 29.1743, 17.6885], [16.4073, 28.5479, 19.1659], [16.2724, 23.1847, 12.2521], [15.0937, 23.5632, 11.3493], [15.4984, 23.6922, 9.8478], [16.1905, 24.9126, 9.6908], [16.1680, 25.4562, 8.4286], [14.0215, 22.5878, 11.5857], [15.7970, 23.0380, 13.2189], [17.1013, 23.8771, 12.2406], [16.6846, 22.1659, 12.1671], [14.7444, 24.5481, 11.6677], [14.5816, 23.7407, 9.2377], [16.1616, 22.8589, 9.5972], [16.3402, 24.6093, 7.7118], [17.0248, 26.0529, 8.2217], [15.2284, 25.9900, 8.1165], [13.1502, 23.0769, 11.6158], [14.1266, 22.2097, 12.5270], [18.0500, 21.6999, 18.9007], [16.5723, 21.9088, 18.5486], [16.1018, 21.1724, 17.3093], [16.8964, 21.4754, 16.2298], [16.9238, 20.5409, 15.1641], [15.8596, 21.5033, 19.7696], [18.6920, 22.0599, 18.1452], [18.2271, 20.6424, 18.9859], [18.4300, 22.1647, 19.7767], [16.4449, 22.9597, 18.4346], [15.0598, 21.4287, 17.1476], [16.1644, 20.1190, 17.6207], [15.8651, 20.3474, 14.8410], [17.3770, 19.6537, 15.5630], [17.5794, 20.9674, 14.3719], [14.8689, 21.7738, 19.7212], [15.8597, 20.4996, 19.8013], [12.0625, 20.3735, 17.8055], [11.5402, 21.4027, 18.7272], [11.5617, 22.8272, 18.0678], [12.9077, 23.1479, 17.8638], [13.2703, 24.4177, 17.4568], [10.1686, 20.9984, 19.1238], [12.1324, 19.4175, 18.3597], [12.9985, 20.6207, 17.4009], [11.3711, 20.2603, 16.9838], [12.2287, 21.5340, 19.5608], [11.1209, 23.5635, 18.7591], [11.0358, 22.7873, 17.1221], [12.6625, 25.1716, 17.9421], [13.0237, 24.5813, 16.3891], [14.3596, 24.5842, 17.6378], [9.5989, 21.4616, 18.3989], [9.9475, 21.5011, 19.9998]],
  "atomic_forces_ev_per_a": [[1.836, 1.452, 0.155], [-1.912, 0.323, -0.125], [0.982, 0.375, 0.155], [0.016, -0.047, -0.010], [-0.465, -0.385, -0.843], [-0.469, -0.775, 0.603], [0.263, 0.188, 0.407], [0.507, -1.338, -0.042], [-0.782, 0.020, -0.280], [-0.127, -0.078, 0.002], [0.460, 0.594, -0.267], [-0.596, 0.379, 0.026], [0.806, -0.328, 0.398], [-0.961, -0.141, 0.025], [-0.810, -0.217, -0.225], [0.020, -0.621, 0.533], [0.327, -0.610, -0.703], [0.047, 0.038, -0.112], [0.054, 0.284, 0.017], [0.867, 0.706, 0.582], [-1.002, -1.004, -0.716], [0.874, 0.373, -1.091], [-0.001, 0.063, 1.113], [1.339, 0.519, 0.324], [0.067, 0.015, 0.068], [0.511, -0.032, -0.041], [-0.660, 0.157, 0.045], [0.157, 0.470, 0.423], [-0.299, -0.140, 0.204], [-1.057, -0.242, -0.493], [-0.197, 1.041, -0.511], [-1.461, -0.854, -0.507], [0.958, 0.089, 0.400], [-0.090, 0.471, 0.504], [-0.606, 0.042, 0.773], [1.889, -1.442, -0.255], [0.110, 0.366, 0.220], [0.157, -0.506, 0.157], [-0.374, -0.425, 0.487], [0.281, 0.255, 0.591], [-0.312, 0.371, -0.579], [0.467, -0.742, -0.371], [0.508, 0.449, -0.853], [0.000, -0.402, 0.464], [-0.232, 0.245, -0.587], [-0.500, 0.188, -0.054], [-0.624, 0.927, 0.138], [0.653, 0.685, 0.138], [0.237, -0.091, 0.573], [-0.673, 1.128, -0.774], [0.372, -0.177, 0.599], [0.647, -1.631, 0.436], [-0.528, 0.540, -0.632], [-0.445, 0.434, -0.121], [0.172, -0.641, 0.036], [-0.273, -0.286, -0.617], [0.306, -0.183, 0.292], [0.137, 0.638, -0.254], [-0.242, -0.472, 0.909], [0.304, 0.646, 0.167], [0.063, 0.109, -0.406], [-0.934, 0.528, -0.577], [0.504, -0.776, -0.427], [-0.069, -0.536, 0.840], [-0.243, -0.508, -0.513], [-0.885, 2.197, -1.338], [0.624, 1.061, -0.111], [0.086, -0.873, 1.027], [-1.457, 0.557, 0.226], [-0.651, -0.907, -0.459], [0.024, -0.305, 0.146], [-0.019, 0.365, 0.575], [-0.247, -0.131, 0.443], [0.568, 0.299, 0.128], [-0.024, -0.609, 0.022], [0.454, -0.603, -0.002], [0.852, -0.075, -0.613], [-0.093, 0.014, -0.078], [0.325, -0.131, 0.278], [0.292, -0.303, -0.496], [0.293, -0.109, 0.790], [0.132, -0.219, 2.077], [-0.097, 0.406, -2.180], [0.858, -0.029, -0.355], [0.241, 1.085, 0.541], [-1.700, 0.823, -0.561], [-0.987, -1.152, -0.467], [-0.653, 0.048, -0.286], [0.193, -0.373, 0.255], [-0.242, 0.280, 0.158], [1.021, -0.629, 0.256], [0.393, -0.246, 0.058], [-1.557, -0.020, 0.568], [0.691, -0.040, 0.333], [0.495, -1.515, 0.150], [0.329, 0.134, -0.509], [0.268, 0.327, -0.426], [0.723, 1.048, 0.313], [-0.472, 0.038, 0.554], [1.029, 0.453, 0.432], [-0.481, -0.382, -1.585], [-1.252, 0.016, 0.788], [-0.744, -1.253, -0.284], [-0.077, -0.264, -0.022], [0.361, -0.040, -0.242], [-0.126, 0.658, -0.448], [0.054, -0.460, 0.129], [-0.008, -0.512, 0.044], [0.471, 0.479, 0.430], [0.031, -0.365, 0.377], [0.380, 0.612, 0.218], [0.874, -0.082, -0.291], [0.266, 0.555, -0.160], [-0.484, 0.233, 0.431], [0.245, 0.353, -0.290], [1.019, 0.957, 0.506], [-0.250, -1.478, 1.172], [-0.577, 0.081, 0.634], [1.419, 0.423, -1.309], [-0.650, -0.253, -0.653], [-0.008, 1.186, -0.511], [0.011, -0.690, -0.034], [-0.676, -0.231, 0.308], [-0.711, -0.238, -0.494], [-0.257, 0.443, -0.152], [0.143, -0.078, -0.401], [0.100, 0.187, 0.317], [0.326, 0.147, 0.318], [-0.092, 0.145, 0.161], [0.017, 0.036, 0.114], [-0.144, -0.218, -0.194], [0.454, -0.052, 0.182], [0.707, -1.410, 0.535], [-0.412, 0.013, -0.397], [-0.502, -0.477, -2.577], [0.896, 0.369, 0.061], [1.668, -2.024, -0.479], [0.706, 0.662, -0.504], [0.242, 0.685, -0.229], [-0.560, -0.037, -0.244], [-0.656, 0.479, 0.156], [-0.117, -0.088, 0.042], [-0.659, -0.135, 1.164], [0.201, 1.342, 0.717], [-0.449, -0.424, 0.466], [0.144, 1.171, 0.714], [-1.125, 0.680, -0.087], [-0.214, -0.392, 0.664], [0.020, -0.362, 0.007], [-0.190, -1.159, -1.133], [0.401, 0.225, -0.685], [-1.758, 1.449, 0.498], [0.657, -0.805, 0.563], [1.349, 0.228, -0.764], [0.258, 0.716, 1.493], [0.020, 0.947, -0.104], [0.499, -0.056, -0.398], [0.219, 0.064, 1.134], [-0.060, -0.061, 0.172], [0.008, -0.629, -0.145], [-0.251, -0.794, -0.784], [0.327, -0.191, 0.506], [-1.010, -0.033, -0.367], [-0.623, 0.320, 0.049], [-0.132, 0.066, 0.262], [0.293, -0.381, -0.299], [-1.140, -1.440, 0.565], [0.647, 0.785, -1.237], [1.602, 1.100, 0.506], [-1.176, 0.745, 2.052], [1.431, -2.211, -0.872], [-0.866, -1.909, -2.428], [0.437, -0.036, 0.420], [0.871, 0.447, -0.267], [0.164, 0.078, -0.472], [-0.649, -0.325, 0.469], [-0.231, -0.253, 0.527], [-0.331, 0.122, 0.074], [-0.943, 0.597, -0.087], [-0.018, 0.227, -0.139], [0.054, 0.551, -0.201], [0.492, 1.160, -0.274], [-0.411, 0.308, 1.348], [-0.565, -0.873, 0.342], [0.802, -0.263, -0.402], [-0.794, 0.342, 0.941], [0.210, 0.459, 1.494], [-0.607, -1.607, -2.298], [0.597, -0.191, -0.355], [0.402, 0.815, 0.717], [-0.006, 0.330, 0.192], [-0.157, 0.172, -1.026], [0.169, 0.255, -0.100], [0.224, -0.444, 0.004], [-0.242, -0.142, -0.367], [-0.505, 0.556, 0.047], [0.591, 0.959, 0.469], [0.622, -0.414, 0.569], [-0.815, 0.254, -0.091], [-0.078, -0.219, -0.226], [-0.547, -0.711, -1.016], [1.013, 0.179, 1.558], [0.079, -0.703, 1.329], [0.937, 0.931, -1.017], [-0.850, 0.869, 0.192], [-1.148, 0.590, -0.390], [0.673, 0.290, -1.315], [0.256, -0.595, 0.182], [-0.465, 0.507, 1.105], [-0.397, 1.028, -0.219], [-0.492, 0.007, -0.236], [-0.159, -0.199, -0.528], [1.013, 0.031, -0.214], [0.208, -0.995, -0.126], [-0.706, -0.328, 0.434], [0.446, -0.085, -0.065], [0.020, -0.652, 0.147], [-0.625, -1.316, 0.401], [-0.190, 1.677, -0.031], [0.293, -0.596, 0.738], [0.977, -1.271, 0.488], [-0.093, 0.820, -1.008], [0.291, 1.328, 0.263], [0.079, 0.281, -0.423], [1.407, 0.300, -0.440], [-0.329, -0.287, -0.294], [-0.256, -0.357, 0.486], [-0.231, -0.095, -0.193], [-0.521, 0.182, -0.396], [0.040, 0.432, 0.637], [0.457, -0.149, 0.092], [-0.938, -0.218, -0.158], [-0.259, -0.593, 0.370], [-0.061, -0.457, -0.581]],
  "mulliken_charge": [1.260, -0.739, -0.405, -0.534, -0.513, -0.109, 0.432, 0.138, 0.244, 0.251, 0.223, -0.632, -0.524, -0.031, 0.512, -0.126, -0.012, 0.358, 0.350, 0.059, 0.074, -0.942, 0.286, -0.521, -0.226, 0.381, 0.414, 0.395, -0.275, 0.260, 0.305, 0.547, 1.570, -0.592, -0.647, -0.711, -0.538, -0.509, 0.249, 0.156, -0.590, -0.421, 0.372, 0.334, 0.086, 0.090, 0.353, -1.520, 2.474, -1.167, 0.124, -1.030, -0.718, -0.293, 0.099, 0.726, -0.440, 0.396, 0.296, 0.222, 0.335, 0.381, -0.243, 0.379, -1.080, 1.114, -0.855, -0.232, -0.796, 0.283, 0.028, 0.634, -0.176, -0.016, 0.231, 0.472, 0.223, 0.265, 0.350, 0.235, -0.698, -1.284, 1.931, -1.559, 0.279, -0.879, -0.798, 0.101, 0.282, 0.332, -0.607, 0.486, 0.390, 0.309, -0.252, 0.663, 0.305, 0.296, 1.247, 1.289, 0.796, 0.591, 1.974, 1.075, -0.096, -0.971, -0.884, -0.615, -1.396, 0.031, -0.184, -1.300, -0.677, -0.207, -0.384, -1.572, 0.916, -0.892, -0.132, -0.818, 1.013, 0.145, 0.489, 0.356, -0.073, 0.165, 0.549, 0.307, 0.316, 0.235, -1.071, 0.106, -1.717, 0.482, -0.263, -0.187, 0.228, -0.615, 0.435, 0.314, 0.396, 0.122, 0.197, 0.338, -0.210, 0.187, -0.180, 0.269, 0.307, -1.662, 1.836, -0.620, -0.269, -0.772, -0.669, 0.331, 0.565, 0.042, -0.866, 0.773, -0.180, 0.375, 0.173, 0.314, 0.325, 0.242, -1.389, 0.825, -0.958, -0.040, -0.249, -0.667, 0.411, 0.235, 0.311, 0.084, 0.413, 0.379, 0.359, 0.305, -0.404, 0.208, 0.215, -1.679, 1.322, -0.936, -0.349, -0.823, 0.250, 0.320, 0.544, 0.190, -0.354, 0.502, 0.414, 0.308, 0.308, 0.262, -0.078, -0.531, -1.545, 0.099, 1.747, -0.599, -0.341, -0.786, 0.304, 0.239, 0.436, 0.359, -0.610, -0.575, 0.139, 0.261, 0.187, 0.267, 0.314, 0.781, -0.364, -0.591, -0.112, -0.474, -0.586, 0.012, -0.451, -0.505, 0.555, 0.646, 0.155, 0.517, 0.142, -0.242, 0.089, 0.348]
}